(1)
Molecular formula: C19H22N5OPtSeSi
Method: DFT, ωB97M-V with the def2-TZVPD basis set

Its max |F| is 3.33 eV/Å. The HOMO energy (spin up / spin down) comes out at -4.0263 / -4.0274 eV. For the energy above the lowest of the compared OMol25 structures with the same formula, charge and spin, the calculation gives 19.1 kcal per mole. As for the total energy: -3896.59874 Eh. The net charge is -1. The spin multiplicity is 1. The value obtained for the frontier orbital gap (spin up / spin down) is 6.6 / 6.6 eV. The calculation puts the LUMO energy (spin up / spin down) at 2.541 / 2.540 eV.

Last column: Mulliken charge in e.
Element x y z (Å)
Pt1 0.2015 -0.2169 -0.2115  1.358
O1 0.1907 0.1657 2.0227  -0.873
C1 1.1260 0.0873 2.8761  0.373
C2 0.7674 0.0083 4.2570  -0.557
C3 1.6902 -0.0412 5.2632  -0.375
C4 3.0541 -0.0171 4.9664  -0.746
C5 3.4500 0.0462 3.6521  -0.658
C6 2.5352 0.0817 2.5876  0.261
C7 3.0258 0.1018 1.2360  0.457
N1 2.3372 0.2725 0.1074  -0.101
C8 3.2278 0.2279 -0.9256  -0.262
C9 4.4792 0.0314 -0.4395  -0.783
N2 4.3479 -0.0460 0.9214  -0.039
H1 -0.2905 0.0180 4.4814  0.412
H2 1.3666 -0.0950 6.2953  0.358
H3 3.7885 -0.0443 5.7596  0.365
H4 4.5125 0.0919 3.4458  0.237
H5 2.9048 0.3341 -1.9423  0.487
H6 5.4303 -0.0500 -0.9224  0.438
H7 5.0933 -0.2355 1.5665  0.178
C10 -1.6020 -3.5648 0.0336  -1.261
C11 -2.4431 -2.3267 0.0761  0.494
C12 -3.8203 -2.3720 0.2317  -0.671
C13 -4.5336 -1.1743 0.2222  -0.269
C14 -3.8833 0.0169 0.0164  -0.752
C15 -2.4848 -0.0034 -0.1631  0.051
N3 -1.8160 -1.1753 -0.0855  -0.128
N4 -1.6989 1.0426 -0.4067  -0.054
Si1 -1.8043 2.1343 -1.7167  0.153
C16 -3.1810 3.4672 -1.5686  -1.171
C17 -0.1009 2.9845 -1.7190  -0.847
C18 -2.1313 1.1776 -3.3460  -0.988
H8 -1.8047 -4.2062 0.8886  0.376
H9 -0.5503 -3.2776 0.0256  0.210
H10 -1.8148 -4.1213 -0.8793  0.269
H11 -4.3214 -3.3198 0.3605  0.418
H12 -5.6069 -1.1905 0.3637  0.396
H13 -4.4047 0.9607 0.0029  0.441
H14 -3.0510 4.0766 -0.6809  0.296
H15 -4.1713 3.0251 -1.5239  0.304
H16 -3.1526 4.1262 -2.4314  0.322
H17 -0.0076 3.6756 -0.8878  0.242
H18 0.0873 3.5300 -2.6378  0.380
H19 0.6688 2.2220 -1.6011  0.079
H20 -3.0842 0.6567 -3.2975  0.312
H21 -1.3630 0.4215 -3.4737  0.236
H22 -2.1348 1.8079 -4.2301  0.392
Se1 1.6428 -2.8370 -4.0415  -0.287
C19 0.9264 -1.6908 -2.9517  0.117
N5 0.4362 -0.8933 -2.2542  -0.588

(2)
Molecular formula: H39O19
Method: DFT, ωB97M-V with the def2-TZVPD basis set

Its max |F| is 10.67 eV/Å. The HOMO energy comes out at -13.4826 eV. For the energy above the lowest of the compared OMol25 structures with the same formula, charge and spin, the calculation gives 128.6 kcal per mole. As for the total energy: -1452.53320 Eh. The net charge is +1. The spin multiplicity is 1. The value obtained for the frontier orbital gap is 10.5 eV. The calculation puts the LUMO energy at -2.972 eV.

Last column: Mulliken charge in e.
Element x y z (Å)
O1 2.3588 -1.5956 -3.0454  -0.601
H1 1.8798 -1.0217 2.1167  0.277
H2 3.1671 -1.2883 -3.5470  0.348
O2 2.2001 3.5613 0.0888  -0.586
H3 2.8359 2.7122 0.1847  0.312
H4 2.5015 4.3748 -0.1562  0.257
O3 -3.6617 0.0985 0.7949  -0.453
H5 -1.3793 0.5338 3.7893  0.430
H6 -3.8324 -0.9309 0.4379  0.714
O4 2.8663 0.5962 -0.0670  -0.452
H7 3.7123 1.0345 0.0321  0.321
H8 -2.4270 -2.5128 0.3052  0.389
O5 -1.4939 3.2499 3.2400  -0.653
H9 -2.4082 3.1886 3.3356  0.293
H10 -1.2506 2.3187 3.1369  0.312
O6 -0.6337 1.6710 1.0338  -0.481
H11 -0.0698 2.5095 1.0234  0.293
H12 -1.4854 1.8105 0.9334  0.210
O7 1.3378 -4.0373 -0.1403  -0.673
H13 1.8971 0.4509 1.8384  0.265
H14 2.2263 -3.7334 -0.1207  0.434
O8 1.5984 -0.1970 2.5140  -0.615
H15 1.2244 -4.5460 -0.9205  0.289
O9 0.3987 3.4065 -2.5200  -0.598
H16 -0.1077 4.1593 -2.2012  0.298
H17 0.8899 3.1002 -1.7039  0.318
O10 2.9195 0.7788 -3.0666  -0.605
H18 2.9147 1.8101 -2.8832  0.277
H19 -1.1943 1.7316 -3.7275  0.290
O11 -0.1961 -1.8316 -0.8169  -0.356
H20 -3.1588 -0.1915 1.6434  0.337
H21 0.3943 -1.5263 -1.4131  0.158
O12 -3.3970 -2.5043 0.7147  -0.716
H22 -3.2480 -2.5743 1.5548  0.311
H23 -0.0592 -2.5769 -0.4018  0.198
O13 -2.3230 0.6026 3.2824  -0.591
H24 2.1066 0.8412 -3.5526  0.306
H25 1.6050 -1.7612 -3.6217  0.267
O14 0.0243 0.7315 4.1529  -0.720
H26 0.6122 0.3300 3.5243  0.517
H27 2.6877 0.2519 -0.8652  0.190
O15 -0.8274 -2.4317 2.8929  -0.624
H28 -0.9108 -1.4570 2.8214  0.304
H29 -2.8297 0.3468 0.2872  0.401
O16 3.5356 -2.8872 -0.9434  -0.766
H30 -1.4152 -0.0895 -1.1272  0.165
H31 3.5223 -3.6842 -1.3038  0.262
O17 -2.2129 0.3605 -1.0205  -0.347
H32 3.0823 -2.1813 -1.4680  0.412
H33 -2.1886 1.0622 -1.5884  0.285
O18 -2.0387 1.5953 -3.2699  -0.650
H34 -2.4511 2.4223 -3.1679  0.268
H35 -0.1408 -2.6958 3.4287  0.269
O19 -1.6726 -1.9899 -3.0359  -0.562
H36 -1.5618 -2.2409 -2.1382  0.394
H37 -1.2496 -1.2870 -3.1667  0.196
H38 -3.0153 0.5300 3.8381  0.187
H39 0.3414 1.6024 4.0548  0.294